Molecular formula: C9H12O3S
Method: DFT, ωB97M-V with the def2-TZVPD basis set

Summary:
- orbital gap (spin up / spin down) (eV) = 6.36 / 8.24
- multiplicity = 3
- lowest unoccupied orbital energy (spin up / spin down) (eV) = 0.76 / -1.37
- M (g mol⁻¹) = 200.26
- energy relative to the best compared isomer or geometry (same formula, charge and spin) (kcal per mole) = 0.0

Element x y z (Å)
S 0.344 0.218 -2.222
O -1.127 0.049 -2.551
O -1.424 2.260 0.002
O -0.518 0.640 1.385
C 2.131 -1.491 -0.875
C -0.161 -2.131 -0.671
C -0.385 1.701 0.565
C 1.572 -3.233 0.691
C 0.791 -1.241 -1.220
C -1.180 3.118 -1.147
C 2.495 -2.364 0.147
C 0.216 -3.048 0.367
C -1.782 0.117 1.416
H -2.055 3.714 -1.418
H -1.820 -0.647 2.336
H 0.516 2.274 0.562
H 2.881 -0.705 -1.024
H -0.601 -3.515 0.954
H -0.803 2.440 -1.921
H -0.367 3.774 -0.953
H 3.515 -2.455 0.377
H -2.444 0.874 1.581
H 1.862 -3.692 1.652
H -1.266 -1.906 -0.901
H -2.089 -0.534 0.696

***

Molecular formula: C9H12O4
Method: DFT, ωB97M-V with the def2-TZVPD basis set

Summary:
- orbital gap (spin up / spin down) (eV) = 6.41 / 6.32
- multiplicity = 1
- lowest unoccupied orbital energy (spin up / spin down) (eV) = -2.39 / -2.48
- M (g mol⁻¹) = 184.19
- energy relative to the best compared isomer or geometry (same formula, charge and spin) (kcal per mole) = 172.9
- SMILES = Cc1cccc(COO)c1C.O=O

Element x y z (Å)
O -1.648 -1.971 0.013
O -2.926 -2.413 -0.694
O -3.074 -4.840 -1.191
O -3.977 -4.850 -2.030
C 2.425 0.340 1.068
C -0.198 -0.218 0.253
C -0.415 2.129 -0.599
C -1.576 -0.568 -0.259
C 1.658 1.340 0.446
C 0.366 1.049 0.061
C 2.285 2.677 0.228
C 0.573 -1.199 0.903
C 1.883 -0.927 1.298
H 3.308 2.689 0.609
H -0.542 3.019 0.019
H 2.476 -1.717 1.777
H 3.421 0.573 1.361
H -2.391 0.009 0.233
H -1.751 -0.312 -1.329
H 1.783 3.513 0.721
H -1.412 1.799 -0.866
H 0.039 2.508 -1.516
H -2.881 -3.421 -0.797
H 2.360 2.995 -0.815
H 0.213 -2.202 1.103

***

Molecular formula: C9H13AlNO2
Method: DFT, ωB97M-V with the def2-TZVPD basis set

Summary:
- orbital gap (spin up / spin down) (eV) = 3.67 / 3.88
- multiplicity = 1
- lowest unoccupied orbital energy (spin up / spin down) (eV) = 3.16 / 3.33
- M (g mol⁻¹) = 194.19
- energy relative to the best compared isomer or geometry (same formula, charge and spin) (kcal per mole) = 110.2
- net charge = -1

Element x y z (Å)
Al 0.123 1.272 0.350
O -0.869 0.871 1.866
O 1.357 0.766 1.685
N -1.043 -2.272 -0.032
C 0.480 0.930 -2.915
C 0.327 -2.540 -0.454
C 1.264 1.784 -2.135
C 0.301 0.756 2.488
C -0.869 -3.535 -0.607
C -0.956 1.781 -1.297
C 0.428 2.442 -1.129
C 0.404 0.823 3.951
C -0.843 0.913 -2.442
H 1.293 1.415 4.206
H 1.076 -2.696 0.324
H 0.579 3.459 -0.735
H -1.164 -2.277 1.004
H -1.894 2.213 -0.949
H 0.821 0.403 -3.811
H 0.643 -2.022 -1.362
H -0.881 -4.417 0.044
H 0.520 -0.174 4.395
H -1.239 -3.672 -1.621
H -1.689 0.442 -2.939
H 2.309 2.031 -2.284
H -0.479 1.305 4.397

***

Molecular formula: C9H13AsN3O3PReS4SeTe
Method: DFT, ωB97M-V with the def2-TZVPD basis set

Summary:
- orbital gap (spin up / spin down) (eV) = 5.24 / 5.24
- multiplicity = 1
- lowest unoccupied orbital energy (spin up / spin down) (eV) = -11.85 / -11.85
- M (g mol⁻¹) = 838.15
- energy relative to the best compared isomer or geometry (same formula, charge and spin) (kcal per mole) = 39.1
- net charge = +3

Element x y z (Å)
Re 0.700 1.752 0.069
Te 3.488 -0.461 1.595
Se -2.302 5.633 -0.598
As 4.089 4.504 0.586
S 2.839 1.685 0.796
S 4.517 4.734 -1.361
S 0.588 3.951 -0.242
S 4.187 5.193 2.467
P 1.521 -1.433 0.462
O 0.599 -2.267 1.382
O 2.126 -2.299 -0.677
O 0.658 -0.261 -0.009
N -3.654 4.636 -0.407
N -1.177 4.178 -0.354
N -1.399 1.886 0.077
C -3.342 3.366 -0.182
C 1.597 -1.747 -3.011
C 0.787 -3.673 1.804
C -0.576 -4.290 1.983
C -2.274 0.884 0.262
C 1.350 -2.710 -1.875
C -1.940 3.107 -0.152
C -3.667 1.047 0.233
C -4.229 2.283 0.026
H 0.293 -2.775 -1.611
H 1.040 -2.082 -3.885
H 2.655 -1.723 -3.268
H -0.460 -5.312 2.344
H 1.338 -3.651 2.742
H -4.295 0.180 0.386
H -1.841 -0.091 0.447
H -1.121 -4.323 1.039
H 1.721 -3.703 -2.108
H -5.300 2.446 0.029
H 1.265 -0.740 -2.754
H 1.376 -4.191 1.048
H -1.157 -3.734 2.717

***

Molecular formula: C9H13B2F8N4O4V
Method: DFT, ωB97M-V with the def2-TZVPD basis set

Summary:
- orbital gap (spin up / spin down) (eV) = 9.37 / 9.47
- multiplicity = 2
- lowest unoccupied orbital energy (spin up / spin down) (eV) = 2.21 / 2.21
- M (g mol⁻¹) = 465.78
- energy relative to the best compared isomer or geometry (same formula, charge and spin) (kcal per mole) = 0.0
- net charge = -1

Element x y z (Å)
V 1.779 -0.613 -1.395
F 0.428 -1.456 0.372
F -1.698 -0.594 0.181
F -0.206 0.270 1.705
F 2.727 -2.336 -0.526
F 4.961 -2.748 -0.986
F 0.198 0.563 -0.589
F 3.687 -1.141 -2.133
F 3.339 -3.368 -2.488
O 2.083 0.980 -2.601
O 0.880 2.116 -4.127
O 3.086 2.437 -3.938
O 0.823 -1.475 -2.214
N 2.809 0.493 0.459
N -0.557 4.462 3.050
N -2.401 -6.016 1.286
N -5.130 -2.157 -0.574
C 2.835 1.100 1.426
C -4.815 -1.059 -0.450
C 1.904 1.822 -3.567
C -1.811 -3.491 1.099
C -1.132 3.988 2.181
C -1.863 3.383 1.076
C -4.418 0.341 -0.338
C -2.134 -4.907 1.193
C 2.858 1.839 2.668
B -0.372 -0.277 0.426
B 3.754 -2.474 -1.540
H 2.364 1.254 3.444
H -3.526 0.448 -0.958
H -2.920 3.359 1.338
H 2.358 2.798 2.567
H -1.515 2.364 0.915
H -4.140 0.602 0.680
H -1.712 -3.151 0.076
H 3.760 1.937 -3.466
H -1.711 3.982 0.182
H -2.461 -2.883 1.718
H 3.890 1.977 2.991
H -0.808 -3.394 1.528
H -5.193 1.027 -0.671

***

Molecular formula: C9H13BrOSi
Method: DFT, ωB97M-V with the def2-TZVPD basis set

Summary:
- orbital gap (eV) = 10.08
- multiplicity = 1
- lowest unoccupied orbital energy (eV) = 0.77
- M (g mol⁻¹) = 245.19
- energy relative to the best compared isomer or geometry (same formula, charge and spin) (kcal per mole) = 11.3
- SMILES = CO[Si](C)(C)c1cccc(Br)c1

Element x y z (Å)
Br 3.420 -2.779 -0.933
Si -1.071 0.193 0.775
O -0.722 1.492 1.802
C -2.783 0.385 -0.018
C 1.265 0.402 -2.582
C -1.189 -1.435 1.728
C 2.142 -1.405 -1.199
C 0.282 -0.086 -0.470
C 2.154 -0.658 -2.362
C 0.544 2.001 1.847
C 1.160 -1.130 -0.266
C 0.328 0.703 -1.609
H 0.524 2.944 2.379
H 2.893 -0.927 -3.098
H -2.916 -0.263 -0.883
H 0.905 2.165 0.841
H 1.307 0.990 -3.491
H -2.912 1.434 -0.288
H -0.389 1.480 -1.771
H -2.050 -1.374 2.396
H 1.208 1.301 2.403
H -3.548 0.112 0.692
H 1.047 -1.755 0.640
H -1.322 -2.341 1.135
H -0.277 -1.449 2.331